Entry 1:
11
Properties=species:S:1:pos:R:3:forces:R:3:mulliken_charge:R:1 method="wB97M-V/def2-TZVPD" de_lowest_ev=2.890 smiles="C#CC(=O)C#CC" molar_mass_g_mol=92.1 e_homo_ev=-10.2 homo_lumo_gap_ev=10.4
C 2.92319 -0.93075 0.53929 -0.373 0.411 0.117 0.220
C 2.02858 -0.13388 0.67793 0.956 0.043 -0.152 -0.229
C 1.03734 0.94640 0.75359 0.001 -0.695 0.803 0.206
O 0.83274 1.57328 1.76801 0.477 0.153 -0.545 -0.481
C 0.14531 0.94750 -0.38639 -0.208 0.213 0.468 -0.217
C -0.94095 0.45132 -0.55542 -0.234 -0.337 -0.034 0.282
C -2.21457 -0.20755 -0.75262 0.176 0.229 -0.228 -1.010
H 3.74662 -1.60677 0.43864 -0.266 0.067 0.033 0.377
H -2.59152 0.26959 -1.65476 -0.588 -0.298 -0.148 0.292
H -2.90399 -0.02875 0.08395 0.241 -0.012 -0.282 0.282
H -2.06275 -1.28039 -0.91221 -0.181 0.226 -0.032 0.279

=====

Entry 2:
23
Properties=species:S:1:pos:R:3:forces:R:3:mulliken_charge:R:1 method="wB97M-V/def2-TZVPD" de_lowest_ev=2.519 molar_mass_g_mol=328.1 e_homo_ev=-9.1 homo_lumo_gap_ev=8.5
C 1.75592 -3.34623 0.40549 -1.447 3.017 0.624 -0.542
C 0.92720 -2.37555 1.00219 -0.502 -0.045 -1.322 -0.597
C 2.30139 -3.00083 -0.79851 2.470 -1.709 -1.930 -0.177
C 0.45376 -1.25508 0.31422 0.687 0.203 -1.318 0.140
C 1.94127 -1.83464 -1.45237 0.171 -0.268 -1.386 -0.219
C 0.89369 -0.98748 -0.99398 2.329 -0.657 -0.479 -0.197
C -2.64977 3.53646 0.12247 0.611 -1.897 -5.713 -0.948
C -2.72843 2.05892 0.18433 1.289 -1.682 -0.404 0.168
O 1.08754 3.15810 -1.01865 0.125 0.939 0.183 -0.489
O -3.04450 1.47210 1.17816 -0.684 -0.220 1.178 -0.494
P 1.08627 1.87826 -0.31245 -0.743 -0.580 -0.950 0.439
S 0.65146 0.51998 -1.97308 -0.090 -0.636 1.560 -0.131
I 3.97143 0.85618 0.37783 -0.118 -0.699 -0.094 -0.047
H 1.87858 -4.13048 1.06464 1.035 -2.086 0.459 0.432
H 0.55662 -2.59957 1.96704 -0.353 0.073 0.927 0.398
H 3.14652 -3.62278 -1.36591 -2.042 1.135 1.620 0.185
H -0.15828 -0.47054 0.67813 -0.899 0.069 1.088 0.418
H 2.56616 -1.72702 -2.38588 -1.314 0.694 0.893 0.249
H -3.34421 3.84626 0.75625 -3.046 1.970 2.572 0.401
H -1.70371 3.87591 0.36746 2.020 0.623 0.582 0.252
H -2.81794 3.80906 -0.99475 0.036 0.025 1.976 0.255
H 2.92071 -0.39764 0.08667 0.625 0.551 0.160 0.126
H -2.39403 1.35178 -0.63418 -0.162 1.181 -0.226 0.380

=====

| no. | largest force on an atom (eV/A) |
| --- | --- |
| 1 | 1.06 |
| 2 | 6.05 |